No. 1
Density functional theory data (the ωB97M-V functional and the def2-TZVPD basis) for a 11-piece molecular cluster, C19H19Cl31F9NO4S overall.

Spin multiplicity: 1
Lowest unoccupied orbital energy, eV: -1.05
SMILES: O=C(Cl)CN(CCOCC(F)(F)C(F)(F)C(F)(F)C(F)F)S(=O)(=O)F.ClC(Cl)Cl.ClC(Cl)Cl.ClC(Cl)Cl.ClC(Cl)Cl.ClC(Cl)Cl.ClC(Cl)Cl.ClC(Cl)Cl.ClC(Cl)Cl.ClC(Cl)Cl.ClC(Cl)Cl

Structure (XYZ):
```
84
C19H19Cl31F9NO4S (the ωB97M-V functional and the def2-TZVPD basis)
F -6.096 3.391 0.437
Cl 2.775 0.092 8.231
Cl 0.757 3.334 2.396
N 0.049 1.670 -0.848
Cl 2.094 -6.051 -2.206
H -2.075 1.945 -1.427
Cl 4.173 0.594 -2.120
H -0.960 0.640 0.808
H -0.890 3.353 -1.771
Cl 1.569 0.743 5.667
O -2.644 4.320 0.082
Cl -0.787 3.565 4.850
C 0.605 -1.342 -5.978
H 6.358 0.814 -2.956
C -3.867 3.819 -0.481
C 1.793 1.263 7.343
O -0.618 1.426 -3.471
Cl 5.008 1.082 -4.862
H -0.101 -5.607 -1.494
Cl -0.340 5.909 3.188
C 8.223 3.033 -5.618
F -4.397 -1.368 -1.443
Cl -3.907 -3.075 -5.965
Cl 7.412 2.535 -7.108
C 1.098 -0.196 0.666
Cl 2.159 -3.990 1.659
H 2.317 2.217 7.339
H -2.006 2.569 1.149
F -5.539 0.718 1.182
Cl 0.653 -3.529 -2.290
C -4.738 1.340 0.167
H -0.736 3.813 0.737
C -0.209 0.428 -0.040
H -1.127 -2.565 4.334
Cl 3.176 -1.991 12.400
F -4.934 -0.316 -3.386
C -5.401 0.925 -1.235
Cl 1.081 -1.369 10.481
Cl -3.418 -2.360 4.815
Cl 0.228 1.492 8.138
O 2.047 -0.732 0.078
F 0.920 -0.408 -2.599
Cl -1.815 -0.765 2.986
C -1.173 2.526 -1.020
C -2.647 -3.931 -6.864
H 1.255 4.599 4.314
C -4.437 -0.080 -2.070
Cl 8.368 4.795 -5.547
C -1.803 -1.724 4.474
H 1.126 -0.387 -6.008
F -4.336 3.156 1.850
F -3.456 0.723 0.279
H 7.618 2.706 -4.774
H 1.233 -3.223 11.918
C -1.667 3.284 0.306
Cl 0.371 -1.903 -7.639
Cl -0.309 -5.802 -3.829
Cl 1.091 -6.658 1.204
H -4.514 4.745 -0.714
O 1.633 2.086 -2.884
S 0.495 1.198 -2.476
F -5.824 2.002 -2.039
H -3.743 3.284 -1.490
H -3.384 0.357 -2.208
Cl 5.605 3.035 -2.790
C 0.343 4.381 3.762
Cl 9.815 2.272 -5.490
Cl 1.224 -0.069 2.495
Cl 2.727 -6.126 3.550
Cl 2.685 -3.773 10.154
C 2.449 -5.725 1.850
C 0.503 -5.290 -2.342
Cl 1.596 -2.487 -5.067
Cl -0.955 -1.101 -5.178
C -4.745 2.901 0.497
H -1.679 -3.548 -6.545
H -0.746 -0.338 -0.719
Cl -2.816 -3.642 -8.602
C 5.412 1.314 -3.155
H 3.342 -5.987 1.286
Cl -2.704 -5.665 -6.512
Cl -1.216 -0.756 5.833
F -6.577 0.150 -0.960
C 1.948 -2.664 11.319
```

Atom-resolved charges from Löwdin, all expressed in e: 0.06 0.51 0.57 -0.18 0.51 0.09 0.57 0.07 0.16 0.46 -0.12 0.53 -1.49 0.02 -0.08 -1.51 -0.35 0.53 0.00 0.55 -1.56 0.04 0.51 0.51 -0.63 0.52 0.02 0.12 0.08 0.50 -0.20 0.05 -0.17 0.02 0.52 0.03 -0.22 0.49 0.54 0.51 -0.02 -0.25 0.52 -0.18 -1.56 0.02 -0.15 0.52 -1.51 0.02 0.06 0.04 -0.05 0.01 -0.21 0.55 0.52 0.52 0.17 -0.33 0.77 0.09 0.14 0.16 0.54 -1.50 0.52 0.55 0.53 0.52 -1.54 -1.53 0.51 0.56 -0.25 -0.05 0.15 0.51 -1.52 0.02 0.51 0.50 0.07 -1.54

No. 2
Density functional theory data (the ωB97M-V functional and the def2-TZVPD basis) for a 12-piece molecular cluster, C33H97N17O12 overall.

Energy relative to the best compared isomer or geometry (same formula, charge and spin), kJ/mol: 698.4
Spin multiplicity: 1
Lowest unoccupied orbital energy, eV: -0.08
SMILES: COC[C@H](C)N.COC[C@H](C)N.COC[C@H](C)N.COC[C@H](C)N.COC[C@H](C)N.COC[C@H](C)N.COC[C@H](C)N.NC(N)=O.NC(N)=O.NC(N)=O.NC(N)=O.NC(N)=O

Structure (XYZ):
```
159
C33H97N17O12 (the ωB97M-V functional and the def2-TZVPD basis)
H -0.303 6.001 -2.242
C -2.137 -1.614 -4.067
C 0.750 -4.351 3.888
C 1.622 -6.938 3.985
H -0.965 -0.029 -4.042
C -4.152 0.407 -0.042
H -1.131 1.650 -2.844
C 2.125 5.523 -0.324
H 1.328 -0.969 -2.618
C -3.040 2.691 0.477
N 3.585 -0.953 -0.950
H 0.353 -2.588 1.192
H -0.086 -6.846 -3.059
H -2.692 0.168 -4.419
N -3.158 0.385 4.570
C -0.915 6.775 -4.280
H 1.297 3.287 1.480
H 3.203 -1.674 3.714
H -1.137 -2.218 0.363
H 5.784 -1.820 -1.371
H 0.654 -9.323 4.700
H 1.056 5.736 -0.329
N 2.998 -5.044 4.222
C -0.130 0.209 -0.594
H 2.554 7.436 -0.556
H 1.556 1.200 -1.557
N -4.306 1.392 2.091
C 0.593 0.768 -1.829
O 1.226 -4.442 -3.201
H 0.222 -4.107 -1.481
H 5.749 -3.069 -0.192
H 0.862 5.824 -3.569
C 2.325 -3.563 -2.915
H -2.974 -1.211 3.330
H 1.362 3.253 3.193
C -0.198 5.843 -3.315
N -5.569 -2.645 -2.002
C 2.678 5.525 1.159
N 2.308 0.102 4.459
H -4.121 2.265 2.564
O -0.926 8.903 -2.841
H -1.239 6.836 -6.260
O -2.042 3.105 1.347
C 4.865 2.221 -3.686
H 2.071 -7.093 3.004
H -2.146 5.193 1.108
H 3.678 5.099 1.078
H -1.119 10.948 -2.365
H 3.645 4.343 -1.406
H -0.525 -1.263 1.673
H 0.244 2.567 -3.158
C 2.209 -0.084 3.221
H -2.401 -6.091 -3.509
H -6.468 -3.103 -1.961
H -1.040 -3.293 -3.976
N -1.925 -0.341 -4.003
H -3.830 -1.546 6.216
H 0.341 6.316 -5.850
O 0.511 -0.983 -0.143
H -0.620 4.671 1.556
H 1.146 -3.377 4.178
C -0.199 1.959 -2.370
H -4.363 -3.791 6.668
O -3.412 -3.167 5.069
H 2.851 6.595 1.275
N 5.306 -2.256 -0.596
N 0.773 -0.177 -2.910
H 2.688 -3.158 -3.860
H 4.155 -0.512 -1.658
H 2.472 3.374 -0.628
H 2.886 3.017 2.402
H -1.171 8.666 -4.904
H -3.975 0.826 2.859
C 4.021 -2.007 -0.280
N 2.955 -1.122 2.905
H -0.139 10.716 -3.610
H -3.327 0.629 5.536
H -0.402 4.772 -3.310
H 2.143 4.253 -2.147
N -3.512 -2.877 -1.359
C -4.761 -3.205 -1.168
N 4.592 2.509 -4.973
O -5.196 -3.806 -0.224
H -2.311 0.908 4.400
H 3.566 -5.789 4.599
C 1.650 -5.475 4.510
C 1.940 3.553 2.319
H -5.100 0.935 -0.148
H 2.030 1.012 4.796
N 6.100 2.655 -3.359
H -1.557 -7.326 -1.440
H 6.524 2.233 -2.545
H -1.090 4.310 -0.106
C -1.453 4.373 0.920
C -4.261 -4.113 5.631
H -5.369 -2.025 -2.774
H 0.499 8.625 -4.481
H 0.205 -8.108 5.857
H -0.106 0.993 0.163
C -0.423 -6.028 -2.422
C -0.376 10.213 -2.673
O 1.950 5.005 2.239
H -1.165 -2.150 5.040
N -1.019 -2.290 -3.858
H -1.199 0.026 -0.700
N -0.944 -6.563 -1.189
N 2.653 6.600 -1.115
H 5.409 2.743 -5.520
N -0.644 6.322 -5.627
H 3.612 6.317 -1.254
H -4.825 -1.632 4.779
H -0.563 -0.753 4.001
H 6.714 2.971 -4.095
H -0.179 -1.797 -3.593
H 3.241 -4.267 4.818
O 1.464 0.496 2.458
H -1.019 -8.948 4.821
C 0.581 -4.978 -2.029
H 2.828 -0.575 4.999
H 2.618 -0.723 -0.773
C -0.031 -8.491 4.865
H -0.366 2.618 -1.518
H -1.528 -5.812 -0.850
H 0.475 10.236 -1.992
H 2.239 -7.645 4.541
H -3.781 -5.091 5.632
H 3.207 -4.069 -2.522
C -0.224 -1.772 0.757
H -3.563 0.490 -0.956
H -0.968 -0.605 5.624
H -1.266 -4.902 -4.088
H -1.997 -4.690 -2.505
C -3.827 -1.839 5.166
H -5.249 -4.292 5.205
H -1.951 6.710 -3.947
H -4.313 -0.621 0.284
H 2.077 -2.663 -2.353
H 0.803 -4.236 2.806
H -2.635 2.695 -0.534
C 2.585 4.323 -1.153
H -2.963 -3.556 -0.852
H -0.261 -4.448 4.284
C -3.434 1.240 0.945
C -0.488 8.329 -4.124
O 4.106 1.808 -2.802
C -2.853 -0.987 4.390
H 3.672 2.526 -5.389
O 3.269 -2.755 0.323
H 2.624 -1.643 2.106
O 0.242 -7.415 3.996
H 1.318 0.322 -3.598
C -1.298 -1.117 4.720
H 1.386 -5.232 5.539
H -3.184 -2.473 -2.224
O -3.171 -2.151 -4.176
H -3.826 3.426 0.653
C -1.592 -5.432 -3.193
H 1.350 -5.539 -1.498
H -2.543 0.700 1.264
```

Löwdin atomic charge list, values in e, 99 entries: 0.07 -0.83 -0.05 -0.15 0.07 -0.07 0.06 -0.43 0.04 -0.20 0.19 0.07 0.15 0.13 0.01 -0.42 0.07 0.09 0.08 0.10 0.08 0.12 0.01 -0.15 0.07 0.12 0.04 -0.39 -0.20 0.13 0.11 0.07 -0.10 0.13 0.08 -0.08 0.18 -0.20 0.18 0.06 -0.18 0.07 -0.20 -0.68 0.13 0.09 0.12 0.08 0.07 0.07 0.07 -0.81 0.09 0.12 0.06 0.18 0.13 0.07 -0.19 0.07 0.05 -0.06 0.08 -0.18 0.11 0.15 0.04 0.09 0.09 0.07 0.09 0.10 0.01 -0.73 0.19 0.08 0.09 0.05 0.06 0.18 -0.83 0.16 0.04 0.08 0.06 -0.40 -0.08 0.08 0.13 0.14 0.08 0.11 0.06 -0.07 -0.11 0.10 0.12 0.08 0.12

No. 3
Density functional theory data (the ωB97M-V functional and the def2-TZVPD basis) for C8H5Br5O2 in the gas phase.

Energy relative to the best compared isomer or geometry (same formula, charge and spin), kJ/mol: 129.2
Spin multiplicity: 1
Lowest unoccupied orbital energy, eV: -0.84
SMILES: CCC(Br)(Br)c1oc(Br)c(Br)c(=O)c1Br

Structure (XYZ):
```
20
C8H5Br5O2 (the ωB97M-V functional and the def2-TZVPD basis)
C -0.890 0.169 0.781
C -0.636 -1.245 1.426
O 0.977 -0.550 -0.793
Br -0.717 1.690 2.283
H -0.900 -2.033 0.783
C 1.862 -0.331 -1.725
C 0.105 1.738 -1.076
C 1.216 2.025 -1.958
C -1.629 -1.613 2.512
O 1.428 3.145 -2.446
Br 2.833 -1.837 -2.163
H -1.077 -2.469 2.973
C 2.014 0.912 -2.457
C 0.165 0.483 -0.398
H 0.449 -1.320 1.568
H -1.821 -0.934 3.344
Br -1.249 3.020 -0.749
Br 3.182 0.878 -3.987
H -2.515 -1.915 2.076
Br -2.798 0.186 0.007
```

Atom-resolved charges from natural (NBO), all expressed in e: -0.04 -0.49 -0.44 0.02 0.24 0.23 -0.18 0.37 -0.61 -0.55 0.16 0.22 -0.22 0.23 0.23 0.22 0.19 0.14 0.22 0.05

No. 4
Density functional theory data (the ωB97M-V functional and the def2-TZVPD basis) for C4H7FN2O in the gas phase.

Energy relative to the best compared isomer or geometry (same formula, charge and spin), kJ/mol: 246.3
Spin multiplicity: 1
Lowest unoccupied orbital energy, eV: 0.81
SMILES: FCC1=NNCCO1

Structure (XYZ):
```
15
C4H7FN2O (the ωB97M-V functional and the def2-TZVPD basis)
C -0.893 1.217 -0.285
N 0.133 -1.294 -0.329
H 2.434 -0.733 1.300
F 3.114 0.464 -0.228
C -1.630 0.193 0.383
H 2.674 -1.431 -0.273
C 0.839 -0.298 -0.007
H -1.738 -1.335 -1.017
N -1.241 -1.169 -0.139
H -1.238 2.152 0.157
C 2.297 -0.600 0.251
H -1.463 0.228 1.476
O 0.510 1.014 -0.035
H -2.670 0.261 0.077
H -1.130 1.331 -1.329
```

Atom-resolved charges from natural (NBO), all expressed in e: -0.10 -0.33 0.18 -0.37 -0.28 0.20 0.45 0.35 -0.44 0.20 0.01 0.21 -0.47 0.22 0.19